A cluster of 9 separate species, C21H60N6O9 in total. Source: the Open Molecules 2025 dataset; level of theory: the ωB97M-V functional and the def2-TZVPD basis.

```
! RIJCOSX wB97M-V def2-TZVPD def2/J DEFGRID3
* xyz 0 1
H -0.383 -6.012 -1.414
H -0.703 0.396 -1.134
H 1.405 -2.313 -1.486
H -4.452 0.697 -1.270
H -3.408 1.983 -3.719
C 4.468 -1.777 0.054
H -3.508 -3.231 -4.293
H -2.953 -1.689 -2.547
H -3.361 4.363 -2.032
N 3.024 -0.257 3.061
H 4.836 -1.085 -0.708
H 1.747 3.488 -1.456
H -4.949 3.378 -1.535
H 4.711 -2.330 4.561
H -0.435 -0.518 3.008
H 1.993 3.746 6.050
O -3.173 3.540 -1.597
H 4.951 -1.309 0.956
H -1.823 -0.904 -0.660
H 0.067 -1.566 1.792
O 1.030 -5.075 -1.947
H 0.825 3.811 2.854
H 1.869 2.166 0.199
H -1.162 -0.437 -4.694
H 2.956 -3.018 -1.860
O -3.546 -0.595 -3.908
N 4.496 -1.674 3.795
H -2.429 -2.445 -5.389
H -1.721 -1.418 2.128
H -1.323 0.354 -3.149
H 2.119 0.160 3.097
H 2.318 2.165 3.903
H -5.252 1.884 -3.615
C 0.619 -5.173 0.397
H -1.828 -3.350 -4.065
H 5.281 -1.351 3.254
C -0.546 3.690 0.411
H -0.099 -1.061 -0.719
N -0.655 3.162 -0.733
C -4.296 2.438 -3.318
N 1.903 1.381 -0.438
O 2.412 -1.032 0.630
H 1.183 1.130 4.758
H -0.168 -5.000 1.199
O 2.213 -1.814 4.448
H 1.319 2.907 -3.016
O -1.690 0.928 1.123
H -1.519 3.203 -1.205
H -0.563 3.026 4.453
O 0.826 4.158 3.745
H 0.318 4.305 6.309
H 1.932 0.425 -0.097
H -0.485 -1.106 -3.318
C 0.515 3.172 4.475
H 2.854 -0.932 1.503
C 0.152 -5.150 -1.047
H -1.402 1.731 0.669
C 3.283 -1.247 3.789
O 0.669 3.692 1.150
H 2.756 -2.916 0.793
C 2.977 -2.037 0.087
H -3.879 1.609 0.023
H 0.135 2.725 -1.271
C -3.796 1.467 -1.045
H 1.329 -4.397 0.525
C -2.666 -1.371 -3.548
C 1.705 1.426 -1.733
H -2.771 1.162 -1.248
H -0.590 -2.985 -1.267
C -0.744 -0.920 2.037
H 5.064 -2.661 -0.219
H -3.765 0.045 -3.232
C 1.236 1.924 4.020
C -0.859 -4.017 -1.302
H -1.220 -4.051 -2.276
H 0.722 -5.459 -2.811
C 0.903 3.502 5.908
C -0.738 0.128 0.995
H -1.746 -4.059 -0.708
H -2.475 4.192 0.251
H -4.428 3.408 -3.782
C -0.861 -0.382 -0.393
O 1.334 0.318 -2.558
C -4.099 2.764 -1.863
C -1.362 -0.591 -3.673
H 0.653 2.713 6.558
H 0.156 0.738 1.182
H 0.979 -6.084 0.646
C 2.494 -2.229 -1.343
H 2.752 -1.344 -1.894
N -1.690 4.167 0.858
H 3.761 0.273 2.546
H -1.627 4.771 1.704
H 0.944 1.585 3.003
C -2.585 -2.654 -4.361
N 1.564 2.670 -2.055
*
```

## Properties
E_HOMO in hartree: -0.336
Frontier orbital gap in eV: 9.0
Electronic energy in hartree: -1841.51203
SMILES: NC(N)=O.NC(N)=O.NC(N)=O.CC(C)O.CC(C)O.CC(C)O.CC(C)O.CC(C)O.CC(C)O

A cluster of 6 separate species, C21H60N9O12P3 in total. Source: the Open Molecules 2025 dataset; level of theory: the ωB97M-V functional and the def2-TZVPD basis.

```
! RIJCOSX wB97M-V def2-TZVPD def2/J DEFGRID3
* xyz 0 1
H 2.233 3.993 -0.264
H -4.038 3.113 5.097
H 5.730 2.478 -1.144
H 0.658 4.416 -4.895
H 0.105 3.840 -2.574
H -4.501 0.095 0.587
H -3.181 -5.134 -1.059
H 0.300 -0.642 -0.707
H -0.144 1.741 6.958
H -6.229 1.325 4.923
O 5.399 -1.759 -2.009
H -4.604 2.488 3.565
N 1.106 0.614 5.722
H -0.310 -1.275 -4.296
C -4.235 -1.724 3.461
C 4.715 2.716 -0.803
H 4.357 0.744 -2.141
H 2.029 -1.975 2.066
O 1.189 1.477 4.869
H -1.115 -0.221 -1.629
H 1.240 -0.706 3.110
C 3.291 -2.460 -1.431
H -2.370 -5.678 -2.542
C -5.261 1.421 5.420
H 1.989 5.504 -4.737
N -2.408 -3.605 -2.262
C -0.242 -5.410 -0.293
H -4.128 -2.358 -2.098
N -0.060 -4.455 -1.393
N 4.653 -2.717 -1.902
H 1.598 5.637 -0.393
P -2.631 0.438 3.381
H -0.336 -4.949 0.683
P 3.575 4.114 -2.786
H -3.987 -4.969 -2.639
C 0.506 -5.037 -2.596
H 1.462 1.385 7.588
H -3.730 -2.837 -3.748
H 0.605 2.332 -3.334
H 0.607 -1.062 1.495
H -5.518 2.026 6.288
H 1.198 -2.277 -3.842
N -0.206 -1.953 -2.289
O -2.433 1.274 2.001
H 4.127 1.495 -3.669
H -2.725 -1.664 -3.009
H 0.549 -6.123 -2.517
C 1.503 -1.027 2.106
H -3.519 -1.067 -0.128
C 0.611 0.966 7.049
H -3.690 -1.960 4.367
H 3.010 -3.273 -0.769
H -0.514 -2.871 -4.072
O -4.012 -0.318 3.178
O 2.248 0.290 0.326
C -3.516 -0.004 0.121
O 4.569 4.527 -3.794
H 3.224 -1.540 -0.857
C -5.742 -1.916 3.470
H 4.374 1.983 -0.069
C 2.517 5.031 -0.395
H 3.026 5.390 0.505
N 2.404 0.015 1.514
H 0.232 0.127 7.620
H -1.047 -6.122 -0.520
O 3.370 0.376 2.161
H 4.293 7.019 -2.300
C 0.961 3.169 -2.709
C 4.296 6.366 -1.432
C -3.034 -4.920 -2.121
H 1.235 2.697 -1.773
C -4.260 2.198 4.554
O -2.990 1.524 4.457
H -6.181 -1.717 4.453
H -1.751 1.084 0.085
H 0.438 0.067 -2.424
N 3.792 2.685 -1.936
H 4.715 3.711 -0.367
N 2.033 3.827 -3.404
H 2.209 3.858 -5.472
H -1.464 -0.251 1.070
P -1.076 -3.099 -1.383
H 0.651 -6.042 -0.321
O 4.946 -3.844 -2.214
H -0.114 -4.883 -3.487
O -1.463 -0.418 3.660
C 3.688 1.427 -2.671
H -6.220 -1.265 2.741
O 1.445 -0.543 5.512
H -4.857 0.444 5.665
H -3.921 -2.270 2.571
C -3.302 -2.560 -2.781
H -3.659 0.604 -0.775
H 4.229 6.894 -0.485
C 1.731 4.445 -4.685
N 3.284 5.292 -1.595
O -1.362 -2.642 -0.002
C -2.252 0.471 0.840
H 2.684 1.004 -2.652
C 0.140 -2.072 -3.693
H 1.492 -4.635 -2.836
H 5.278 5.878 -1.398
H 2.647 -2.278 -2.287
C -0.081 -0.570 -1.716
H -6.080 -2.938 3.287
*
```

## Properties
E_HOMO in hartree: -0.294
Frontier orbital gap in eV: 8.4
Electronic energy in hartree: -3255.75201
SMILES: CN(C)P(=O)(N(C)C)N(C)C.CN(C)P(=O)(N(C)C)N(C)C.CCOP(=O)(OCC)OCC.C[N+](=O)[O-].C[N+](=O)[O-].C[N+](=O)[O-]

A cluster of 8 separate species, C21H61N9O11 in total. Source: the Open Molecules 2025 dataset; level of theory: the ωB97M-V functional and the def2-TZVPD basis.

```
! RIJCOSX wB97M-V def2-TZVPD def2/J DEFGRID3
* xyz 0 1
H 3.845 -0.976 8.556
C 3.863 -3.233 9.806
H -0.814 2.906 2.143
H -4.259 -6.339 -2.796
O -2.397 1.302 1.064
C -5.472 -0.934 1.384
C -5.566 -6.173 -5.335
O -4.458 -4.364 -2.487
H -5.615 -6.830 7.812
H -7.427 -0.771 0.834
H -1.986 -3.649 -2.434
H -9.172 -3.480 -0.472
O -1.912 -1.735 5.909
H -5.320 -3.543 -0.768
H 0.401 -1.082 -0.527
H 3.944 -1.783 6.891
C -1.375 1.006 1.686
H -8.936 -5.658 2.117
H -2.403 -2.833 0.872
H -1.538 -0.982 1.435
H -2.670 -4.511 -4.687
O -3.445 -5.933 1.540
N -0.982 -0.284 1.913
O 4.060 -3.004 8.449
H -0.376 -3.246 7.487
H -8.917 -4.070 -6.434
C -2.376 -2.226 4.618
H -7.337 -6.801 7.784
C -5.325 -5.476 5.507
C -7.907 -5.375 1.873
H -4.433 -3.892 4.474
H -6.925 -2.280 1.665
H -0.347 -3.604 -2.941
H 0.980 -2.245 -1.795
O -2.613 -3.065 1.798
H -6.365 -7.614 6.463
O -4.715 -1.474 2.198
H -0.085 -0.497 2.298
C -3.674 -5.418 -2.937
H -10.157 -4.594 0.602
H 4.721 -2.951 10.439
C -5.435 -4.310 4.523
H 3.009 -2.728 10.261
C -8.925 -4.742 -5.573
C -3.408 -5.280 -4.433
O -7.602 -4.891 -5.072
C -0.922 -2.410 -1.288
N -6.763 -1.360 1.295
H 3.842 -4.304 10.022
H -3.658 -4.304 -0.625
H 0.166 1.548 2.811
H 1.543 -2.251 8.720
N -0.615 1.942 2.326
H -5.663 -4.028 2.582
H -3.438 -2.009 4.540
H -3.244 -2.375 2.088
O -8.074 -4.232 1.017
H -9.289 -5.730 -5.879
C -6.472 -6.757 7.129
H -4.241 0.564 0.666
H -2.645 -5.709 2.025
H -0.003 -3.652 5.844
H -5.735 -6.731 -4.411
N -1.049 -3.293 -2.302
H -4.468 -5.367 6.188
C -4.648 -4.335 -1.088
H -5.034 -6.833 -6.027
H 2.002 -3.622 6.611
H -2.211 -3.295 4.770
C -9.176 -4.359 0.171
H -4.994 -4.165 -5.091
H -1.842 -1.766 3.795
H -7.559 -5.870 3.968
H -7.961 -4.204 3.670
H -5.104 -5.292 -0.793
H -5.859 0.583 0.053
H -7.380 -6.615 -6.255
N 1.558 -2.714 6.651
N -5.175 0.166 0.653
H -5.150 -6.408 4.957
H -7.292 -6.117 1.368
C 0.087 -2.847 6.580
O -6.430 -5.550 6.388
N -4.586 -5.073 -5.257
C -0.520 -1.568 5.975
C -6.864 -5.689 -5.971
C -7.362 -5.042 3.288
H 1.704 -0.902 7.510
H 0.002 -1.408 5.025
H -6.716 -5.184 -6.932
H -4.161 -5.488 2.018
N 0.291 -1.787 -1.234
H -2.854 -6.141 -4.824
H -9.658 -4.436 -4.828
H -6.094 -3.481 4.803
C 3.534 -1.792 7.899
H -2.721 -5.529 -2.403
O -1.878 -1.999 -0.615
C 2.013 -1.914 7.794
H -9.084 -5.209 -0.526
N -5.929 -4.784 3.211
H -0.310 -0.656 6.542
*
```

## Properties
E_HOMO in hartree: -0.308
Frontier orbital gap in eV: 8.9
Electronic energy in hartree: -2157.10286
SMILES: COCCNCCOC.COCCNCCOC.COCCNCCOC.NC(N)=O.NC(N)=O.NC(N)=O.O.O